A structure of composition C2H6MgO2 at a distorted geometry, computed with the ωB97M-V functional and the def2-TZVPD basis.

ΔE to the lowest compared entry with this formula, charge and spin = 0.00 kcal per mole
E = -430.030263 a.u.

Geometry as ORCA input:
```
! wB97M-V def2-TZVPD RIJCOSX def2/J DEFGRID3
* xyz 1 2
C 0.458 -0.196 -0.126
C 1.101 1.149 0.078
Mg -2.498 -1.120 -0.032
H 0.572 1.929 -0.483
H 2.108 0.986 -0.440
H -0.413 -0.928 1.623
H 1.255 1.366 1.145
O -3.392 -1.373 -1.689
H 0.185 -0.314 -1.182
O -0.661 -0.714 0.717
H 1.285 -0.784 0.389
*
```